Entry 1:
{
  "formula": "C3H7ClN3",
  "method": "ωB97M-V with the def2-TZVPD basis set",
  "lumo_ev": [-5.8, -6.7],
  "gap_ha": [0.29800, 0.26387],
  "total_energy_ev": -20204.242,
  "homo_energy_ev": [-13.91, -13.89],
  "total_charge": 1,
  "symbols": ["H", "N", "C", "H", "Cl", "H", "N", "H", "C", "H", "C", "N", "H", "H"],
  "coordinates": [[-1.8510, 0.4266, 1.6336], [1.5989, 0.0216, -0.5597], [0.4824, -0.9189, -0.1180], [-0.4186, 2.3521, 0.0629], [3.0813, -0.4567, 0.3096], [0.7541, -1.4457, 0.8897], [-0.5831, 0.0919, 0.0835], [2.2048, -0.3938, -2.1376], [-1.8439, -0.0560, 0.6855], [-2.2100, -1.0617, 0.6191], [-0.0518, 1.3352, -0.1224], [1.2237, 1.2883, -0.4596], [-2.5053, 0.4248, -0.0242], [0.1183, -1.6076, -0.8624]],
  "lowdin_charge": [0.103, -0.549, -0.100, 0.173, 0.713, 0.158, -0.131, 0.337, -0.025, 0.106, -0.035, 0.006, 0.109, 0.134]
}

Entry 2:
{
  "formula": "C24H39INO12",
  "method": "ωB97M-V with the def2-TZVPD basis set",
  "lumo_ev": -3.6,
  "gap_ha": 0.31551,
  "total_energy_ev": -59676.637,
  "homo_energy_ev": -12.18,
  "total_charge": 1,
  "symbols": ["C", "C", "C", "H", "H", "C", "H", "H", "H", "O", "H", "O", "H", "H", "H", "H", "O", "H", "C", "C", "N", "H", "O", "H", "C", "H", "H", "H", "H", "C", "H", "O", "H", "C", "H", "H", "H", "O", "H", "C", "H", "H", "C", "H", "C", "C", "C", "C", "H", "H", "O", "C", "H", "H", "H", "C", "C", "H", "C", "C", "H", "O", "H", "H", "O", "C", "C", "C", "H", "C", "O", "O", "H", "O", "H", "H", "I"],
  "coordinates": [[-6.0275, -1.9124, 5.0154], [0.1705, -2.9285, -2.7015], [3.9132, 2.5113, -2.7281], [-0.8748, 0.7138, 1.7922], [-5.3449, 2.8068, 3.4767], [1.1349, 0.7758, 1.2793], [2.4438, 4.0531, -2.9541], [5.3325, -5.0174, -4.9480], [-1.1533, -1.8714, -0.6406], [-5.2760, 6.9316, 4.4148], [-5.1583, 0.5131, 5.8630], [3.2753, -0.5708, -4.0445], [3.6893, -3.4593, -4.0886], [0.5714, -1.7120, -0.4020], [5.6405, -5.7012, -3.3396], [3.8354, 4.2244, -4.0253], [2.6867, -3.2130, -0.4691], [5.6531, -2.2776, -3.3262], [-4.3192, -0.1856, 5.8832], [4.2986, -4.0144, -3.3739], [1.4535, 1.3762, 0.2056], [-1.1222, -4.6940, -2.6389], [4.4388, -2.4734, -1.6680], [-2.3460, 2.6936, 2.5219], [3.7605, 0.4449, -3.6608], [-1.9822, -3.2046, -2.9991], [-6.7332, -1.0852, 4.9406], [-3.9125, -2.2200, 5.3128], [0.9534, -3.0044, -3.4591], [0.4902, 1.1998, -0.9064], [-6.1720, -2.5734, 4.1626], [3.4290, -4.3531, -2.2610], [-6.2396, -2.4772, 5.9226], [-3.5744, 4.1273, 3.4797], [0.0365, 2.1569, -1.1603], [-0.9551, -1.0631, -2.9775], [3.9924, 4.6063, -2.3027], [3.0604, 1.5815, -3.4302], [6.0871, 2.1792, -2.4823], [-0.1735, 0.1162, 1.1915], [1.0433, 0.8382, -1.7674], [5.5429, 2.5112, -4.1514], [5.2819, 2.0476, -3.1981], [-0.9902, -3.9707, -4.2288], [-0.0835, -1.4381, -2.4297], [-3.2926, 0.0193, 3.8901], [-2.5444, 3.7606, 2.4485], [-4.9263, 5.8718, 4.0174], [1.8015, 0.7917, 2.1350], [-3.3138, 3.7078, 4.4570], [5.0671, 0.6437, -3.4096], [-0.2877, -1.2672, -0.9241], [-4.0167, -0.3815, 6.9067], [-5.2149, 3.9119, 2.0804], [-0.1946, -0.8756, 1.6445], [-5.0179, 3.7901, 3.1493], [4.8820, -5.2579, -3.9853], [0.5977, -3.3554, -1.7932], [-1.0444, -3.7431, -3.1645], [3.4464, -3.3425, -1.3835], [-2.8902, 3.9948, 1.4404], [-2.6347, 0.4927, 3.0054], [6.0753, -3.6070, -2.2018], [3.8096, 2.2840, -1.6586], [-3.6639, 5.5541, 3.6398], [-4.6081, -1.4202, 5.0462], [-0.4884, 0.1413, -0.3296], [5.2622, -3.0627, -2.6887], [4.0957, -5.9923, -4.1520], [3.5247, 3.9346, -3.0220], [-5.7369, 4.7897, 3.8709], [-3.2175, 0.4135, 5.1731], [0.7874, -0.8854, -2.7822], [-4.2004, -0.9466, 3.7314], [-1.6237, 4.3157, 2.6291], [2.3054, 1.9170, 0.1003], [-2.5143, 0.8151, -0.5691]],
  "lowdin_charge": [-0.012, -0.242, -0.330, 0.081, 0.131, 0.036, 0.089, 0.094, 0.117, 0.180, 0.139, 0.168, 0.149, 0.111, 0.091, 0.096, 0.129, 0.131, -0.067, -0.308, 0.133, 0.071, 0.053, 0.042, -0.562, 0.070, 0.092, 0.160, 0.102, -0.121, 0.094, 0.090, 0.096, -0.323, 0.110, 0.113, 0.095, 0.068, 0.144, -0.155, 0.109, 0.144, -0.067, 0.071, -0.193, -0.562, -0.028, -0.557, 0.166, 0.158, 0.069, -0.238, 0.143, 0.140, 0.149, -0.092, -0.013, 0.086, -0.087, -0.580, 0.083, 0.072, 0.140, 0.135, 0.083, -0.302, -0.765, -0.078, 0.093, -0.010, 0.064, 0.069, 0.086, 0.098, 0.090, 0.167, 1.001]
}

Entry 3:
{
  "formula": "C10H13NO",
  "method": "ωB97M-V with the def2-TZVPD basis set",
  "spin_multiplicity": 3,
  "lumo_ev": [1.0, -1.7],
  "s2": 2.018,
  "gap_ha": [0.24766, 0.26789],
  "total_energy_ev": -14111.611,
  "homo_energy_ev": [-5.78, -9.01],
  "total_charge": 0,
  "symbols": ["C", "C", "H", "C", "C", "H", "C", "H", "H", "O", "C", "C", "C", "H", "H", "H", "H", "N", "H", "C", "C", "H", "H", "H", "H"],
  "coordinates": [[-1.7972, -0.7814, -0.7481], [-2.6287, -1.1259, 0.3001], [-1.6316, 0.8318, -2.0294], [-3.2768, -0.2554, 1.0656], [-1.0906, -1.7396, -1.4491], [3.8635, 0.7543, -0.3307], [1.8016, 0.1114, 0.0566], [2.6901, 1.1540, -1.7349], [-3.9378, -0.7642, 1.8114], [-0.0876, 0.8305, -0.9723], [-3.1376, 1.1659, 0.8148], [-1.4820, 0.6315, -0.9862], [2.4293, -0.6959, 1.1364], [-0.9513, -2.7852, -1.3023], [1.5466, -1.3569, 1.6101], [-0.5347, -1.6464, -2.3383], [-1.9630, 2.6880, -0.2736], [0.5426, 0.0569, -0.0191], [2.9009, -0.0336, 1.9742], [2.7717, 1.0949, -0.5783], [-2.2239, 1.6107, -0.1392], [-2.7620, -2.1772, 0.6021], [3.2584, -1.2655, 0.5873], [-3.5950, 1.9552, 1.3868], [2.4889, 2.0445, -0.1540]],
  "lowdin_charge": [-0.262, -0.090, 0.150, -0.092, 0.090, 0.103, -0.435, 0.104, 0.119, -0.086, -0.064, -0.333, -0.085, 0.059, 0.121, 0.052, 0.122, 0.082, 0.106, -0.044, 0.009, 0.127, 0.092, 0.087, 0.070]
}

Entry 4:
{
  "formula": "C4H8N2OS",
  "method": "ωB97M-V with the def2-TZVPD basis set",
  "lumo_ev": 0.4,
  "gap_ha": 0.32360,
  "total_energy_ev": -20137.098,
  "homo_energy_ev": -8.39,
  "smiles": "CN/N=C/CC(O)=S",
  "total_charge": 0,
  "symbols": ["C", "H", "C", "H", "H", "S", "H", "H", "H", "C", "N", "H", "H", "O", "C", "N"],
  "coordinates": [[3.3129, -0.9697, -0.0085], [2.8069, 0.9003, -1.2394], [-1.3892, -0.2331, 0.1112], [1.2268, 2.2019, -0.3156], [4.3558, -0.7602, -0.2089], [-2.9718, -0.2346, -0.2329], [2.8881, -1.8385, -0.8482], [3.0393, -1.4104, 1.0250], [0.3117, -1.1057, 0.2751], [0.7379, 1.3429, -0.0334], [2.6988, 0.4277, -0.1196], [-0.9557, 1.3993, 1.4254], [-1.2392, 2.0816, -0.1812], [-0.6191, -1.3230, 0.2324], [-0.7505, 1.1688, 0.3529], [1.3871, 0.2887, 0.0341]],
  "lowdin_charge": [-0.124, 0.219, -0.883, 0.097, 0.042, 0.702, 0.131, 0.090, 0.044, -0.124, -0.154, 0.120, 0.128, -0.001, -0.172, -0.114]
}

Entry 5:
{
  "formula": "C15H19HgO5S3",
  "method": "ωB97M-V with the def2-TZVPD basis set",
  "spin_multiplicity": 2,
  "lumo_ev": [0.5, -2.2],
  "s2": 0.756,
  "gap_ha": [0.32440, 0.22120],
  "total_energy_ev": -62777.343,
  "homo_energy_ev": [-8.28, -8.26],
  "total_charge": 0,
  "symbols": ["S", "C", "H", "H", "H", "H", "H", "O", "S", "H", "H", "C", "C", "C", "C", "C", "C", "O", "C", "C", "C", "H", "H", "H", "C", "O", "H", "H", "C", "C", "O", "H", "C", "S", "Hg", "H", "O", "H", "C", "H", "H", "H", "H"],
  "coordinates": [[3.9413, -0.1383, -0.9447], [-2.3765, 3.9165, -2.5736], [-7.1141, 1.2008, 2.1040], [-0.4593, -2.2696, 1.4278], [6.2331, -0.4282, -0.1212], [-4.9382, -0.9997, -1.7420], [-2.3700, 0.5411, -2.8622], [3.3780, -0.5909, 0.3304], [-2.8757, 0.0195, -0.0553], [5.0538, 1.7252, 0.1804], [-3.0102, 2.9319, 0.6063], [-2.4582, 1.5221, -2.4247], [-2.6519, 4.0161, -1.2191], [5.6771, -0.7888, -0.9798], [-7.4164, 0.1237, 0.2788], [-6.8191, -0.4917, -0.8103], [-2.7348, 1.6425, -1.0785], [-2.5685, -0.9638, -1.0706], [-2.8283, 2.8689, -0.4555], [-2.2848, 2.6729, -3.1781], [-5.4385, -0.5097, -0.9214], [-2.7094, 4.9878, -0.7505], [-4.6305, 1.1449, 1.9121], [-8.4917, 0.1230, 0.3714], [4.4169, 1.6281, -0.6918], [-2.5815, -0.8915, 3.8708], [-1.3586, -3.1111, 2.7213], [-2.2083, 4.8093, -3.1586], [-5.2594, 0.7164, 1.1471], [-0.7959, -2.2269, 2.4556], [-1.2676, 0.3999, 2.2764], [0.0342, -2.0670, 3.1307], [-4.6756, 0.0991, 0.0559], [-1.9312, -0.8426, 2.5961], [0.3187, 0.4229, -0.2025], [-7.4262, -0.9638, -1.5675], [-2.9479, -1.1326, 1.4765], [-2.0640, 2.5896, -4.2317], [-6.6401, 0.7316, 1.2553], [3.4921, 2.1762, -0.5371], [6.1458, -0.4731, -1.9054], [4.9178, 1.9816, -1.5853], [5.6121, -1.8726, -0.9521]],
  "lowdin_charge": [0.720, -0.080, 0.108, 0.045, 0.048, 0.113, 0.107, -0.645, 0.867, 0.050, 0.114, -0.095, -0.070, -0.250, -0.075, -0.065, -0.321, -0.424, -0.078, -0.068, -0.052, 0.107, 0.118, 0.104, -0.254, -0.288, 0.067, 0.104, -0.064, -0.119, -0.457, 0.072, -0.324, 0.425, 0.684, 0.107, -0.440, 0.107, -0.062, 0.032, 0.042, 0.044, 0.043]
}

Entry 6:
{
  "formula": "C21H33BaBr2NO5PS3",
  "method": "ωB97M-V with the def2-TZVPD basis set",
  "spin_multiplicity": 2,
  "lumo_ev": [4.0, 3.1],
  "s2": 0.765,
  "gap_ha": [0.25727, 0.22588],
  "total_energy_ev": -216620.997,
  "homo_energy_ev": [-3.02, -3.02],
  "total_charge": -2,
  "symbols": ["H", "Ba", "C", "C", "H", "O", "H", "C", "H", "H", "C", "S", "H", "O", "H", "O", "H", "C", "H", "C", "H", "H", "H", "H", "C", "H", "H", "C", "C", "C", "P", "O", "H", "H", "H", "N", "S", "H", "C", "C", "C", "H", "C", "H", "O", "C", "C", "H", "H", "C", "C", "H", "H", "H", "H", "H", "C", "H", "C", "C", "H", "H", "H", "Br", "H", "Br", "S"],
  "coordinates": [[-1.0685, -5.0044, 1.8683], [-1.6300, -0.6441, -0.7005], [-4.4280, 1.1784, 1.6182], [-4.1551, 1.8003, 0.2636], [3.6969, -4.1055, -0.0708], [-1.3765, 4.3872, 0.0987], [-1.0995, -3.5985, 3.9983], [2.5802, -2.5416, 1.9069], [1.2544, -1.0246, -3.2587], [0.8644, -0.6106, 4.2840], [-1.0393, 5.2556, -1.0009], [-1.7287, 2.2723, -1.9521], [3.8501, -0.8518, 1.4792], [2.6905, 3.0652, -5.6617], [0.3471, -5.8822, 1.2428], [-3.4011, 3.0198, 0.3725], [-2.8192, 6.4613, -0.8105], [1.7737, 1.0139, -3.7446], [-0.5020, 4.6950, -1.7663], [1.5190, -2.0020, 2.7820], [-3.6133, 1.1265, -0.4046], [2.3194, 1.4865, 0.0353], [2.0976, -4.5590, -0.6582], [-4.2735, -2.5116, -1.5323], [2.1897, 1.3417, -1.0330], [1.8512, -0.7802, 0.3223], [-1.9864, 6.5939, -2.3770], [-2.2759, 5.9077, -1.5789], [-0.8917, -2.6990, 3.4099], [2.0870, -3.6450, 1.2791], [-1.8300, 2.8752, -0.0593], [1.1837, 4.4178, -4.2884], [-5.1080, 1.8074, 2.1955], [2.6209, -0.7125, 4.1001], [1.6244, 0.8877, -4.8091], [1.4971, -0.9504, -0.6080], [2.4280, 3.6578, -4.3554], [4.5325, -2.4064, 1.0182], [-4.1245, -1.9206, -0.6229], [1.5799, -0.0602, -2.8826], [2.7275, -4.5010, 0.2349], [-2.9340, 5.1484, -2.0008], [0.4120, -2.8150, 2.6811], [1.6680, -1.8931, -0.9300], [3.5677, 4.3607, -3.7739], [0.7303, -3.8429, 1.7497], [2.1772, 2.2510, -3.2639], [4.4752, -1.9292, 2.7156], [-0.8948, -1.8505, 4.0945], [2.3789, 2.4058, -1.8989], [-0.1673, -4.9160, 1.2619], [2.8853, -5.5273, 0.5832], [1.6523, 0.1378, 2.9052], [-5.0902, 2.0314, -0.2502], [-0.4796, -4.7019, 0.2312], [-0.3587, 5.9934, -0.5773], [1.6692, -0.7402, 3.5613], [2.6999, 3.3691, -1.5241], [3.9235, -1.9049, 1.7698], [1.7949, 0.0944, -1.5120], [-4.8778, 0.1931, 1.4809], [-1.7326, -2.5791, 2.7246], [-3.4977, 1.0741, 2.1751], [-3.5174, -3.3343, 0.6833], [-5.1154, -1.6465, -0.2495], [-0.4662, -3.3921, -2.2828], [-0.8665, 1.7735, 1.3118]],
  "lowdin_charge": [0.056, 1.193, -0.086, -0.355, 0.065, -0.339, 0.078, -0.228, 0.065, 0.067, -0.295, 0.212, 0.077, -0.387, 0.082, -0.340, 0.072, -0.061, 0.075, -0.187, -0.028, 0.095, 0.054, -0.092, -0.060, 0.052, 0.077, -0.087, -0.051, -0.226, -0.174, -0.383, 0.072, 0.076, 0.109, 0.037, 0.393, 0.068, -0.818, -0.059, -0.045, 0.058, -0.213, 0.033, -0.390, -0.149, -0.276, 0.077, 0.064, -0.068, -0.054, 0.074, 0.073, 0.120, 0.009, 0.116, -0.033, 0.111, -0.042, -0.361, 0.065, 0.004, 0.035, 0.347, -0.099, -0.397, 0.127]
}

The calculation returns the following energy above the lowest of the compared OMol25 structures with the same formula, charge and spin values, one per record and in order: 627.1, 0.0, 229.0, 360.5, 163.8, 100.5 kJ/mol.